{
  "formula": "C39H66O39",
  "method": "wB97M-V/def2-TZVPD",
  "symbols": ["C", "C", "O", "C", "O", "O", "H", "H", "H", "H", "C", "C", "O", "C", "O", "O", "H", "H", "H", "H", "C", "C", "O", "C", "O", "O", "H", "H", "H", "H", "C", "C", "O", "C", "O", "O", "H", "H", "H", "H", "C", "C", "O", "C", "O", "O", "H", "H", "H", "H", "C", "C", "O", "C", "O", "O", "H", "H", "H", "H", "C", "O", "C", "O", "O", "C", "H", "H", "H", "H", "H", "H", "C", "O", "C", "O", "O", "C", "H", "H", "H", "H", "H", "H", "C", "O", "C", "O", "O", "C", "H", "H", "H", "H", "H", "H", "C", "O", "C", "O", "O", "C", "H", "H", "H", "H", "H", "H", "C", "O", "C", "O", "O", "C", "H", "H", "H", "H", "H", "H", "C", "O", "C", "O", "O", "C", "H", "H", "H", "H", "H", "H", "C", "O", "C", "O", "O", "C", "H", "H", "H", "H", "H", "H"],
  "xyz": [[-18.684, -10.870, -3.159], [-19.686, -11.118, -2.062], [-19.922, -9.822, -1.463], [-18.929, -8.993, -1.885], [-18.795, -7.879, -1.496], [-18.196, -9.563, -2.854], [-19.084, -10.832, -4.172], [-17.916, -11.642, -3.115], [-19.315, -11.768, -1.275], [-20.625, -11.481, -2.472], [-21.186, -9.787, 2.537], [-22.125, -10.249, 1.412], [-23.299, -9.498, 1.625], [-23.031, -8.459, 2.448], [-23.685, -7.491, 2.654], [-21.819, -8.613, 2.977], [-20.236, -9.510, 2.082], [-21.036, -10.594, 3.253], [-22.281, -11.326, 1.368], [-21.680, -10.017, 0.440], [-21.900, -19.561, 2.414], [-22.988, -20.638, 2.392], [-24.190, -19.879, 2.571], [-23.888, -18.622, 2.939], [-24.665, -17.812, 3.333], [-22.569, -18.386, 2.797], [-21.385, -19.506, 1.454], [-21.147, -19.823, 3.162], [-22.852, -21.398, 3.160], [-23.054, -21.132, 1.428], [-27.002, -13.898, 6.155], [-25.628, -13.871, 6.832], [-24.777, -13.888, 5.686], [-25.427, -14.364, 4.624], [-24.911, -14.525, 3.564], [-26.700, -14.605, 4.953], [-27.317, -12.891, 5.880], [-27.756, -14.422, 6.735], [-25.338, -14.696, 7.485], [-25.408, -12.959, 7.386], [-23.609, -13.847, 0.838], [-23.295, -15.344, 0.762], [-21.895, -15.324, 0.400], [-21.588, -14.150, -0.116], [-20.541, -13.854, -0.629], [-22.608, -13.267, -0.017], [-23.662, -13.429, 1.842], [-24.588, -13.639, 0.401], [-23.912, -15.937, 0.096], [-23.399, -15.789, 1.752], [-19.344, -16.471, -2.043], [-18.834, -17.270, -3.223], [-19.093, -18.627, -2.818], [-19.582, -18.657, -1.566], [-19.826, -19.669, -0.995], [-19.741, -17.395, -1.067], [-20.106, -15.787, -2.421], [-18.529, -15.816, -1.730], [-17.756, -17.232, -3.371], [-19.334, -16.944, -4.134], [-30.567, -14.526, 2.393], [-29.379, -14.088, 1.750], [-28.511, -13.304, 2.360], [-28.547, -12.845, 3.476], [-27.623, -12.918, 1.427], [-26.592, -12.033, 1.800], [-30.950, -13.833, 3.140], [-30.373, -15.502, 2.837], [-31.315, -14.653, 1.614], [-25.947, -11.795, 0.957], [-25.919, -12.437, 2.561], [-27.034, -11.109, 2.178], [-19.573, -17.162, 2.195], [-18.888, -17.663, 3.347], [-19.031, -17.058, 4.512], [-19.491, -15.966, 4.685], [-18.642, -17.920, 5.446], [-18.528, -17.416, 6.789], [-20.381, -16.470, 2.429], [-20.018, -17.996, 1.667], [-18.806, -16.653, 1.620], [-17.456, -17.332, 6.973], [-19.008, -18.154, 7.421], [-18.940, -16.413, 6.876], [-26.244, -11.450, -1.894], [-27.514, -12.048, -1.670], [-27.557, -13.371, -1.646], [-26.652, -14.137, -1.450], [-28.800, -13.745, -1.876], [-29.130, -15.121, -1.906], [-25.540, -11.804, -1.141], [-26.313, -10.368, -1.931], [-25.904, -11.769, -2.883], [-28.524, -15.751, -1.258], [-29.071, -15.539, -2.911], [-30.166, -15.138, -1.574], [-23.058, -20.501, -1.070], [-23.701, -19.477, -0.314], [-24.747, -18.862, -0.845], [-25.173, -19.076, -1.954], [-25.162, -17.933, -0.014], [-26.182, -17.047, -0.457], [-22.866, -20.123, -2.073], [-23.717, -21.365, -1.144], [-22.127, -20.775, -0.587], [-25.817, -16.464, -1.298], [-26.657, -16.402, 0.279], [-27.024, -17.677, -0.765], [-24.752, -10.126, 4.922], [-24.086, -11.156, 4.223], [-22.992, -11.716, 4.731], [-22.516, -11.554, 5.815], [-22.523, -12.557, 3.812], [-21.494, -13.458, 4.146], [-24.265, -9.162, 5.067], [-25.019, -10.469, 5.928], [-25.714, -9.952, 4.447], [-21.875, -14.397, 4.557], [-20.806, -13.059, 4.889], [-20.971, -13.796, 3.251], [-13.980, -14.052, -2.015], [-14.861, -13.608, -0.983], [-16.022, -14.211, -0.860], [-16.429, -15.132, -1.529], [-16.671, -13.639, 0.164], [-17.666, -14.452, 0.799], [-14.484, -14.200, -2.968], [-13.394, -14.927, -1.747], [-13.316, -13.203, -2.173], [-18.032, -13.888, 1.651], [-17.218, -15.352, 1.227], [-18.405, -14.755, 0.064], [-22.527, -17.291, -3.176], [-23.116, -16.006, -3.293], [-24.394, -15.865, -3.655], [-25.187, -16.728, -3.867], [-24.698, -14.562, -3.767], [-23.792, -13.548, -3.359], [-23.267, -18.018, -3.525], [-22.256, -17.579, -2.161], [-21.658, -17.386, -3.825], [-24.045, -12.681, -3.965], [-22.762, -13.775, -3.649], [-23.756, -13.354, -2.289]],
  "mulliken_charge": [-0.22, 0.57, -0.26, 0.54, -0.55, -0.35, 0.25, 0.24, -0.17, -0.05, -0.16, 0.69, -0.32, 0.63, -0.57, -0.40, 0.45, 0.01, -0.77, 0.40, 0.37, -0.40, -0.32, 0.27, -0.48, 0.20, -0.35, 0.49, 0.35, 0.09, -0.35, -0.45, -0.30, 0.16, 0.00, -0.24, 0.23, 0.37, 0.26, 0.29, 3.19, 1.18, 0.57, -0.37, -0.16, -0.50, -1.77, -0.95, -1.27, -0.11, 1.69, -0.76, -0.41, 0.30, -0.56, 0.21, -0.23, -0.70, 0.29, 0.38, -0.83, -0.17, 0.67, -0.67, 0.00, -0.32, 0.32, 0.33, 0.24, -0.08, -0.15, 0.54, 0.32, -0.40, 0.78, -0.50, -0.34, -0.69, 0.41, -0.29, -0.11, 0.25, 0.24, 0.35, -0.26, -0.34, 0.50, 0.05, -0.41, -0.52, -0.17, 0.26, 0.28, 0.06, 0.31, 0.30, -0.89, 0.07, 0.48, -0.62, -0.06, -1.36, 0.35, 0.27, 0.34, 0.48, 0.32, 0.55, -1.09, 0.42, 0.19, -0.62, 0.55, -1.09, 0.36, 0.32, 0.26, 0.23, 0.61, 0.10, -0.69, -0.38, 0.73, -0.60, -0.36, -0.55, 0.32, 0.29, 0.26, 0.39, 0.56, -0.20, -0.55, -0.25, 0.80, -0.57, -0.39, -0.71, 0.60, -0.15, 0.28, 0.43, 0.39, 0.14],
  "molar_mass_g_mol": 1158.9,
  "e_tot_ha": -4460.11179,
  "e_above_lowest_kj_mol": 59.69,
  "homo_energy_ev": -10.7,
  "e_lumo_ev": 0.16,
  "total_charge": 0
}